(1)
A cluster of 2 separate species, C2H6N3S in total in a non-equilibrium geometry. Source: the OMol25 dataset; level of theory: the ωB97M-V functional and the def2-TZVPD basis.

## Properties
DFT total energy   -641.9076 Ha
Max |F|   4.6 eV/A
Spin multiplicity   1
HOMO-LUMO gap   7.71 eV
Charge   +1
Energy above the lowest of the compared OMol25 structures with the same formula, charge and spin   67.8 kcal/mol

```
12
Properties=species:S:1:pos:R:3:forces:R:3
C 2.092574 -0.775461 0.748855 0.15 1.37 0.35
C -2.507241 0.524821 -1.184692 -3.20 2.88 -1.63
N -0.616225 1.795365 0.281872 -1.51 0.63 0.35
N 1.347663 0.056328 0.461548 -0.23 -0.69 -0.36
N 2.985045 -1.569572 1.277874 1.57 -1.06 -0.03
S -2.002571 1.948955 -0.294361 1.79 0.70 0.06
H -2.148725 -0.253503 -0.627320 0.66 -2.59 0.81
H -2.260984 0.605482 -2.275445 0.12 -0.24 1.04
H -3.654975 0.712930 -1.104307 1.68 -1.04 -0.21
H -0.001087 0.924912 0.315965 0.38 0.09 -0.46
H 4.010516 -1.425829 1.180125 -1.32 0.39 -0.06
H 2.756011 -2.544428 1.219886 -0.10 -0.42 0.14
```
Forces are in eV/Å.

---

(2)
A cluster of 2 separate species, C2H6N3S2 in total in a non-equilibrium geometry. Source: the OMol25 dataset; level of theory: the ωB97M-V functional and the def2-TZVPD basis.

## Properties
DFT total energy   -1039.9598 Ha
Max |F|   3.9 eV/A
Spin multiplicity   1
HOMO-LUMO gap (spin up / spin down)   7.44 / 7.56 eV
Charge   +1
Energy above the lowest of the compared OMol25 structures with the same formula, charge and spin   158.3 kcal/mol

```
13
Properties=species:S:1:pos:R:3:forces:R:3
C 1.813029 1.407183 -0.420559 -2.53 -1.87 -1.09
C 1.022434 0.440940 -0.567340 0.01 0.22 0.11
N -0.622805 0.726460 0.136630 2.41 1.26 -1.26
N 1.079274 -0.794387 -1.107470 -2.62 -0.30 0.38
N -1.005787 1.805545 0.489537 -0.63 -0.79 0.20
S -0.676898 3.288472 0.544876 0.59 0.12 -0.19
S -2.257369 -1.844848 0.707157 -2.05 0.76 2.24
H 2.352022 2.106446 0.024533 2.26 2.87 1.47
H -0.952777 -0.181190 0.407414 -1.49 -0.97 0.74
H 1.997845 -1.153402 -1.169814 0.63 -0.81 -0.14
H 0.260593 -1.434245 -1.009474 1.55 0.83 -0.34
H -1.288945 -2.254720 0.012309 2.00 -1.33 -1.09
H -1.720616 -2.112255 1.952199 -0.13 0.00 -1.03
```
Forces are in eV/Å.

---

(3)
The molecule C2H6N4 in a non-equilibrium geometry. Source: the OMol25 dataset; level of theory: the ωB97M-V functional and the def2-TZVPD basis.

## Properties
SMILES string   N1NC1C1NN1
DFT total energy   -298.6542 Ha
Max |F|   4.4 eV/A
Spin multiplicity   1
HOMO-LUMO gap   10.92 eV
Charge   0
Energy above the lowest of the compared OMol25 structures with the same formula, charge and spin   122.2 kcal/mol

```
12
Properties=species:S:1:pos:R:3:forces:R:3
C 0.681907 0.028396 -0.330451 -4.34 -0.59 -0.39
C -0.655681 0.003661 0.504158 1.71 -0.08 -1.60
N 1.786120 0.707491 0.168174 2.23 1.31 -0.07
N 1.816949 -0.735785 0.007774 -0.29 -1.92 -1.76
N -1.684647 0.717738 -0.164067 -1.12 3.18 0.97
N -1.799452 -0.725878 -0.038906 0.11 0.17 1.17
H 0.192789 0.114764 -1.304694 1.44 0.05 -0.77
H -0.487105 -0.024434 1.541484 -0.38 0.12 1.42
H 2.428662 0.933562 -0.648863 -1.14 0.28 1.42
H 1.576360 -1.357964 0.759703 0.39 0.60 1.36
H -2.325579 1.424546 0.453539 1.55 -3.16 -1.43
H -1.530328 -1.086096 -0.947852 -0.15 0.02 -0.32
```
Forces are in eV/Å.

---

(4)
A structure of composition C2H6N4 in a non-equilibrium geometry. Source: the OMol25 dataset; level of theory: the ωB97M-V functional and the def2-TZVPD basis.

## Properties
DFT total energy   -298.5658 Ha
Max |F|   10.8 eV/A
Spin multiplicity   1
HOMO-LUMO gap   8.93 eV
Charge   0
Energy above the lowest of the compared OMol25 structures with the same formula, charge and spin   177.6 kcal/mol

```
12
Properties=species:S:1:pos:R:3:forces:R:3
C 1.042889 -0.542934 1.003754 3.05 0.10 3.52
C -0.867926 1.701924 -0.966667 -0.32 0.70 4.22
H 0.216899 -1.233150 -1.265487 -2.11 -2.67 3.63
H -0.179216 -3.015207 -0.724021 0.28 4.09 1.91
H 1.921127 -0.155169 1.709389 -1.71 -1.73 -1.29
H -0.113404 1.288780 1.831061 1.60 -2.47 -3.73
H -1.424602 2.827535 -0.536714 2.11 -3.44 -0.35
H -1.370106 1.501955 -1.880746 0.45 -0.70 -0.83
N -0.207094 -1.894894 -0.276787 2.60 -1.78 -4.85
N 0.960111 -1.756175 0.616872 -1.09 1.14 -1.08
N 0.247344 0.566177 0.793772 -0.11 2.43 7.54
N -0.226022 0.711159 -0.304425 -4.74 4.33 -8.70
```
Forces are in eV/Å.

---

(5)
The molecule C2H6N4 in a non-equilibrium geometry. Source: the OMol25 dataset; level of theory: the ωB97M-V functional and the def2-TZVPD basis.

## Properties
SMILES string   N/N=C\C=N\N
DFT total energy   -298.7519 Ha
Max |F|   1.9 eV/A
Spin multiplicity   1
HOMO-LUMO gap   9.12 eV
Charge   0
Energy above the lowest of the compared OMol25 structures with the same formula, charge and spin   60.9 kcal/mol

```
12
Properties=species:S:1:pos:R:3:forces:R:3
C 0.506115 0.838816 0.050166 -0.60 -1.30 -0.45
C -0.950261 1.045745 -0.004231 1.02 1.62 0.31
H 2.888882 0.497379 0.140630 -0.30 -0.37 -0.23
H 2.797618 -1.131595 0.401001 -0.04 0.00 -0.19
H 1.150545 1.694546 -0.074784 0.11 0.57 0.03
H -1.227800 2.112458 -0.070051 -0.14 -0.70 0.14
H -2.296490 -1.718679 -0.248882 -0.45 -0.25 -0.14
H -0.609435 -1.384975 -0.110899 0.25 -0.03 -0.04
N 2.414896 -0.371536 -0.151325 0.06 0.21 0.72
N 1.038256 -0.331146 0.074302 0.32 0.57 -0.20
N -1.891696 0.191171 -0.012895 -0.16 -0.85 -0.34
N -1.566948 -1.113704 0.045256 -0.07 0.53 0.40
```
Forces are in eV/Å.

---

(6)
The molecule C2H6N4O in a non-equilibrium geometry. Source: the OMol25 dataset; level of theory: the ωB97M-V functional and the def2-TZVPD basis.

## Properties
DFT total energy   -373.8326 Ha
Max |F|   4.6 eV/A
Spin multiplicity   1
HOMO-LUMO gap (spin up / spin down)   7.20 / 7.65 eV
Charge   0
Energy above the lowest of the compared OMol25 structures with the same formula, charge and spin   174.3 kcal/mol

```
13
Properties=species:S:1:pos:R:3:forces:R:3
C -0.869724 0.495608 -0.037145 0.01 2.53 -0.37
C -2.025630 1.406773 0.165426 4.52 0.42 0.34
N 0.515085 0.742918 0.161285 -0.78 -3.19 2.18
N 1.559357 1.419287 -0.328943 -1.26 0.70 -0.98
N -1.092964 -0.844746 -0.084583 -0.66 -2.39 0.42
N 2.665373 0.754515 0.079677 1.01 0.03 1.24
O -3.131545 0.850362 -0.232139 -1.52 -1.55 -0.22
H 0.792958 -0.132064 0.723078 0.19 1.84 -0.97
H -0.346577 -1.591395 0.091337 -1.76 1.79 -0.35
H -2.078341 -1.053156 0.171874 1.25 -0.34 -0.28
H 2.724923 -0.219215 -0.080080 -0.96 -1.65 -0.16
H 3.536038 1.040115 -0.293851 0.42 1.56 -0.54
H -3.813553 1.267733 0.296686 -0.46 0.25 -0.32
```
Forces are in eV/Å.

---

(7)
The molecule C2H6N4O in a non-equilibrium geometry. Source: the OMol25 dataset; level of theory: the ωB97M-V functional and the def2-TZVPD basis.

## Properties
SMILES string   [H]/N=C(/N)N/C=N/O
DFT total energy   -373.9235 Ha
Max |F|   7.7 eV/A
Spin multiplicity   1
HOMO-LUMO gap   8.85 eV
Charge   0
Energy above the lowest of the compared OMol25 structures with the same formula, charge and spin   117.3 kcal/mol

```
13
Properties=species:S:1:pos:R:3:forces:R:3
C 1.352728 0.193836 0.018977 -0.68 1.13 -1.44
C -1.108182 0.077761 -0.079499 -6.83 1.36 1.06
H 3.345611 -0.740057 -0.023791 -1.65 1.48 -0.68
H 2.242890 -1.523557 0.698839 -0.98 0.38 -0.76
H 0.850277 2.211728 0.002805 1.98 -2.78 -0.52
H 0.138360 -1.490064 -0.191177 -0.46 1.44 0.06
H -1.198815 1.285606 0.126553 0.15 -3.36 -0.83
H -4.246130 0.232228 -0.289639 5.21 -0.57 1.30
N 2.300731 -0.843868 -0.084600 1.78 -1.52 1.66
N 1.657080 1.441520 -0.079623 -2.12 0.41 1.11
N 0.035560 -0.454425 -0.085925 7.21 -2.59 0.31
N -2.210972 -0.739442 -0.092227 2.35 4.46 -0.41
O -3.159135 0.348735 0.079301 -5.96 0.15 -0.86
```
Forces are in eV/Å.

---

(8)
The molecule C2H6N4O in a non-equilibrium geometry. Source: the OMol25 dataset; level of theory: the ωB97M-V functional and the def2-TZVPD basis.

## Properties
SMILES string   NNN(N)C=C=O
DFT total energy   -373.9333 Ha
Max |F|   1.7 eV/A
Spin multiplicity   1
HOMO-LUMO gap   9.50 eV
Charge   0
Energy above the lowest of the compared OMol25 structures with the same formula, charge and spin   111.1 kcal/mol

```
13
Properties=species:S:1:pos:R:3:forces:R:3
N 0.834419 0.800314 -0.272573 0.50 -0.15 -0.09
C -2.027203 -0.408628 -0.076493 -1.54 0.61 0.22
N 0.147822 1.947948 0.124977 -0.38 0.20 0.04
N 1.316598 -1.384815 0.450246 0.18 -0.43 0.04
C -0.848984 -0.914337 -0.270267 1.46 -0.51 -0.16
N 0.339423 -0.393569 0.351832 -0.41 0.53 -0.07
O -3.097606 0.042257 0.044304 0.58 -0.28 0.01
H 0.789605 0.747125 -1.296680 -0.19 -0.10 0.36
H 0.350585 2.116336 1.106221 -0.01 -0.04 -0.19
H -0.867240 1.848827 0.019642 0.25 0.02 0.04
H 1.977215 -1.114789 1.170855 -0.10 0.03 -0.16
H 1.824276 -1.518762 -0.428075 -0.10 0.17 0.14
H -0.738910 -1.767908 -0.923988 -0.24 -0.04 -0.17
```
Forces are in eV/Å.

---

> Which formula does entry 6 have?

C2H6N4O

---

> Which formula does entry 7 have?

C2H6N4O

---

> Look up the energy above the lowest of the compared OMol25 structures with the same formula, charge and spin of the sixth one.

174.3 kcal/mol